# 1
19
Properties=species:S:1:pos:R:3:forces:R:3 method="wB97M-V/def2-TZVPD" relative_energy_kcal_mol=57.2 homo_lumo_gap_ev=10.48 mol_weight_g_mol=108.1 e_homo_ev=-10.05 smiles="C/C=C/CO.O.O"
C -0.90594 1.64546 -1.76838 -1.00 -1.35 -1.16
C -0.78524 1.20353 -0.32978 0.18 0.82 -0.88
C 0.25858 0.69336 0.31253 0.51 0.07 1.07
C 0.48464 0.82455 1.83527 -3.77 0.96 -1.30
O -0.46611 0.10206 2.62775 0.28 -0.67 0.21
H -0.56911 2.65729 -1.89198 0.49 0.54 0.15
H -0.49142 1.03786 -2.60304 0.20 0.17 0.90
H -1.98002 1.70626 -2.01080 0.26 -0.09 0.05
H -1.66385 1.63658 0.14586 0.35 -0.28 0.96
H 1.16198 0.33767 -0.16098 -0.08 0.01 -0.80
H 0.17125 1.88875 2.00347 1.51 -0.54 0.35
H 1.45046 0.48279 2.08918 1.09 0.23 0.52
H -1.23105 -0.11972 2.09053 0.03 0.07 -0.09
O 2.04931 -2.71843 -0.06756 -0.33 1.68 3.02
H 1.48388 -2.05138 0.39706 -1.20 0.06 -2.17
H 2.41254 -2.69738 0.84856 1.71 -1.74 -0.71
O -0.54781 -2.57923 -1.33428 -0.12 0.57 0.14
H -0.93194 -2.12987 -0.57171 -0.23 -0.24 0.00
H 0.09984 -1.92015 -1.61169 0.13 -0.28 -0.26

# 2
16
Properties=species:S:1:pos:R:3:forces:R:3 method="wB97M-V/def2-TZVPD" relative_energy_kcal_mol=71.2 homo_lumo_gap_ev=10.59 mol_weight_g_mol=107.1 e_homo_ev=-10.09 smiles="N[C@@H](C=O)CO.O"
N -0.03595 -1.38431 1.98807 4.04 -2.72 -2.51
C 0.30172 -0.22495 1.11057 1.33 0.35 -0.27
C 1.47133 -0.48710 0.06938 -1.43 -0.14 -1.37
O 1.82465 0.35192 -0.73886 -0.32 -0.56 1.31
C -0.99206 0.27395 0.36619 -0.28 -2.26 -2.11
O -1.66677 1.34686 0.92464 -1.19 -2.32 1.91
H 0.89108 -2.04224 2.18502 -2.92 2.21 -0.97
H -0.19460 -1.04983 2.87082 -0.84 1.12 2.71
H 0.78544 0.58884 1.70987 -0.78 -0.17 -0.37
H 1.83859 -1.53713 -0.10240 -0.02 0.42 0.77
H -1.67887 -0.62164 0.34421 0.60 0.86 0.49
H -0.87881 0.43901 -0.77137 0.59 -0.02 1.67
H -1.32692 2.07744 0.51590 1.15 3.24 -1.34
O -0.32059 0.52237 -3.81587 2.38 0.26 1.56
H -0.60977 1.26792 -3.28194 -0.82 0.28 -0.23
H 0.59155 0.47889 -3.37424 -1.51 -0.53 -1.26

# 3
24
Properties=species:S:1:pos:R:3:forces:R:3 method="wB97M-V/def2-TZVPD" relative_energy_kcal_mol=56.0 homo_lumo_gap_ev=9.40 mol_weight_g_mol=190.2 e_homo_ev=-9.28 smiles="O=c1cc[nH]c(=O)[nH]1.c1ccccc1"
O -0.43783 -0.81161 2.73978 0.46 1.06 0.47
C 0.44068 -0.08731 2.29684 -0.49 -0.65 -0.97
C 1.08517 -0.32704 1.05586 0.94 -0.49 -2.88
C 2.15869 0.42600 0.68300 0.56 -2.30 -0.25
N 2.86131 1.17535 1.61756 0.44 1.29 -1.59
C 2.20665 1.56350 2.78233 1.08 1.76 3.00
O 2.69296 2.23379 3.72337 -0.86 -1.61 -2.94
N 0.88422 1.10499 2.87853 0.31 -1.37 -0.56
H 0.69630 -1.14555 0.39686 0.34 1.15 0.64
H 2.73007 0.22265 -0.27691 -0.99 0.44 1.29
H 3.72779 1.63148 1.19605 -1.75 -0.46 1.81
H 0.46819 1.04431 3.76572 -0.09 1.19 1.93
C -1.85085 0.56921 -2.47560 0.17 3.58 -1.72
C -1.09004 -0.37839 -3.18414 -0.57 4.87 -2.77
C -1.00443 -1.51548 -2.61707 1.67 -6.52 2.68
C -1.61001 -1.81877 -1.34510 2.76 -1.84 0.14
C -2.24494 -0.86093 -0.60454 -0.39 0.41 1.73
C -2.45268 0.37353 -1.24542 1.81 -2.14 -1.82
H -1.79810 1.63159 -2.95038 -0.74 -1.81 1.01
H -0.57336 -0.23647 -4.19073 -0.83 0.45 1.64
H -0.21006 -2.19268 -3.06077 -1.51 0.05 0.72
H -1.18307 -2.78521 -0.90890 -1.22 1.34 -0.32
H -2.44801 -0.89921 0.54566 0.09 -0.52 -2.42
H -3.04867 1.08226 -0.82202 -1.18 2.12 1.19

# 4
62
Properties=species:S:1:pos:R:3:forces:R:3 method="wB97M-V/def2-TZVPD" relative_energy_kcal_mol=11.3 homo_lumo_gap_ev=5.43 mol_weight_g_mol=693.3 e_homo_ev=-1.10 total_charge=-2
Ni -1.17730 0.55479 -0.68856 0.21 -0.30 0.12
C -2.22333 1.08320 3.32833 0.00 -0.01 -0.01
C -1.92233 1.18160 1.87273 0.00 -0.11 0.02
N -1.64701 0.19373 1.10481 -0.03 0.03 0.04
N -1.58067 -1.09531 1.52567 0.01 -0.03 0.04
C -1.08419 -1.79410 0.51348 0.07 0.08 -0.08
O -0.74713 -1.31800 -0.61497 -0.20 -0.02 -0.04
C -0.88082 -3.25541 0.71625 0.01 -0.08 0.01
C -0.41172 -4.01738 -0.34968 0.01 0.02 0.01
C -0.21094 -5.38079 -0.19404 0.00 -0.01 0.00
C -0.47481 -5.99060 1.02495 0.00 0.00 0.01
C -0.93948 -5.23017 2.09119 0.00 -0.02 0.01
C -1.14116 -3.86754 1.93898 -0.02 0.05 -0.04
C -1.86823 2.45981 1.15461 0.02 0.09 -0.11
C -2.17311 3.68342 1.73303 0.01 -0.06 0.01
C -2.07509 4.83202 0.96938 0.01 0.03 -0.04
C -1.67705 4.73226 -0.35225 -0.01 0.03 0.02
C -1.39312 3.47767 -0.86622 0.00 -0.05 0.04
N -1.48364 2.37240 -0.14031 -0.10 0.19 0.01
H -2.12910 0.04586 3.63817 0.00 0.00 -0.01
H -3.23791 1.43057 3.54013 0.00 0.01 0.00
H -1.51665 1.69070 3.89804 0.00 0.00 0.00
H -0.20439 -3.51823 -1.28778 0.00 0.00 0.00
H 0.15480 -5.96829 -1.02772 0.00 0.00 0.00
H -0.31650 -7.05614 1.14575 0.00 0.00 0.00
H -1.14210 -5.70119 3.04596 0.00 0.00 0.00
H -1.49908 -3.25510 2.75513 0.00 -0.01 0.01
H -2.47959 3.72427 2.76833 0.00 -0.01 0.00
H -2.30650 5.79636 1.40421 0.00 0.00 0.00
H -1.58309 5.60418 -0.98417 0.00 0.00 0.00
H -1.07414 3.34264 -1.89013 0.00 0.00 -0.01
Te 1.83462 1.30200 1.30527 0.03 0.07 0.01
C 3.91897 1.59599 1.51551 0.03 -0.01 0.03
C 4.80643 0.51065 1.55140 -0.03 0.00 0.00
C 6.17615 0.68773 1.68198 0.02 0.00 0.00
C 6.71963 1.96344 1.78243 0.00 -0.01 0.00
C 5.85998 3.05463 1.74485 0.00 0.01 0.00
C 4.49046 2.87177 1.61282 -0.03 0.02 0.00
H 4.40068 -0.49079 1.47072 0.00 -0.01 0.01
H 6.82637 -0.18122 1.70413 0.00 0.00 0.00
H 7.78967 2.10405 1.88575 0.00 0.00 0.00
H 6.25978 4.06150 1.81632 0.00 0.00 0.00
H 3.83601 3.73489 1.57961 0.00 0.00 0.01
N -3.59842 0.32130 -1.33993 -0.08 -0.01 0.06
C -4.75137 0.33475 -1.18022 -0.08 0.00 -0.15
N -6.06508 0.28836 -1.09432 0.17 0.21 0.24
C -6.62479 1.14322 -0.25986 -0.09 -0.14 -0.12
N -7.21686 1.85784 0.44410 -0.01 0.02 0.02
Cl -1.95612 -0.48223 -4.71516 -0.02 0.01 0.00
C -0.42237 -1.00155 -4.04994 0.02 -0.01 0.01
C 0.12287 -2.17296 -4.55997 0.00 0.01 0.01
C 1.33386 -2.63604 -4.07653 0.01 -0.02 -0.01
C 1.98589 -1.91051 -3.08201 0.00 0.01 0.02
C 1.42560 -0.75167 -2.58503 -0.02 0.00 -0.02
C 0.19500 -0.25173 -3.04843 0.03 0.00 0.03
C -0.37825 0.95082 -2.41573 0.06 0.02 -0.14
H -0.41539 -2.71019 -5.33031 0.00 -0.01 0.00
H 1.75936 -3.55313 -4.46667 0.00 0.00 0.00
H 2.92841 -2.26172 -2.67822 0.00 -0.01 0.00
H 1.90678 -0.21404 -1.77413 0.01 0.00 0.00
H -1.13329 1.43085 -3.04184 0.01 -0.01 -0.01
H 0.43078 1.64679 -2.16991 -0.03 0.03 0.00

# 5
9
Properties=species:S:1:pos:R:3:forces:R:3 method="wB97M-V/def2-TZVPD" relative_energy_kcal_mol=81.9 homo_lumo_gap_ev=8.48 mol_weight_g_mol=84.1 e_homo_ev=-8.60 smiles="S=CC1C=C1"
S 1.56901 -2.17442 0.49157 0.75 -1.06 0.07
C 0.63754 -0.94397 0.85881 -0.85 1.43 -0.98
C -0.13167 -0.28627 -0.28655 -0.69 -0.41 -1.09
C -0.03284 1.22134 -0.73765 -0.86 -3.05 1.21
C -1.17826 0.86360 -0.25433 1.57 -0.10 0.60
H 0.60121 -0.61310 1.89254 -0.27 0.42 -0.05
H -0.18728 -1.11218 -1.10139 -0.19 1.77 1.14
H 0.77114 1.76826 -1.09171 0.84 1.34 -0.61
H -2.04886 1.27673 0.22872 -0.30 -0.34 -0.30

# 6
67
Properties=species:S:1:pos:R:3:forces:R:3 method="wB97M-V/def2-TZVPD" relative_energy_kcal_mol=0.0 homo_lumo_gap_ev="7.24 / 5.13" mol_weight_g_mol=631.5 e_homo_ev="-13.74 / -13.74" spin_multiplicity=4 total_charge=+2 s2=3.7683
V -0.26821 0.51608 0.10898 -0.40 -0.34 -0.65
C 3.93832 1.05214 0.11572 -0.08 -0.03 0.00
C 2.64253 1.43639 0.43167 0.12 0.05 0.01
N 1.77523 0.51278 0.01690 0.04 -0.05 0.14
N 2.48658 -0.48693 -0.55912 0.16 0.07 -0.15
C 3.78992 -0.17006 -0.51099 0.00 0.03 0.09
B 1.65686 -1.63688 -1.18874 0.11 -0.04 0.09
N 0.71589 -0.98517 -2.24759 -0.10 -0.27 -0.14
C 0.51692 -1.34781 -3.52330 0.04 0.07 0.03
C -0.57924 -0.65866 -4.01241 0.00 0.01 0.05
C -1.00880 0.11108 -2.93792 -0.09 0.05 -0.09
N -0.22083 -0.08474 -1.88127 -0.01 0.12 0.21
N 0.74356 -2.19822 -0.03662 -0.04 -0.23 -0.22
C 0.70297 -3.41810 0.50291 -0.01 0.12 0.05
C -0.35196 -3.47244 1.40937 0.01 0.05 -0.04
C -0.92589 -2.21501 1.35048 -0.15 -0.20 0.10
N -0.26230 -1.45015 0.47572 0.17 0.22 0.26
N 2.40953 -2.77744 -1.81174 0.05 -0.02 0.05
C 3.71421 -3.07850 -2.06599 0.11 0.00 -0.05
C 3.76151 -4.29908 -2.68005 0.00 0.06 0.03
C 2.41343 -4.69430 -2.77179 0.08 0.01 -0.01
N 1.61066 -3.78930 -2.25613 -0.25 -0.03 0.00
H 4.85470 1.57566 0.31816 0.01 0.01 0.00
H 2.29523 2.32563 0.93251 0.00 0.00 0.00
H 4.54973 -0.81970 -0.89752 0.00 0.01 -0.02
H 1.15525 -2.07187 -3.99667 0.00 -0.03 0.00
H -0.99311 -0.70863 -5.00328 0.00 0.01 -0.02
H -1.84475 0.78982 -2.87025 -0.01 -0.03 -0.01
H 1.40854 -4.17462 0.20941 0.00 -0.03 -0.02
H -0.65024 -4.31271 2.00988 -0.01 -0.01 0.01
H -1.77131 -1.80906 1.88374 0.00 -0.02 0.01
H 4.52892 -2.42668 -1.81780 0.00 -0.01 0.00
H 4.63603 -4.82713 -3.01438 0.03 -0.01 -0.01
H 2.00357 -5.59762 -3.19147 -0.02 -0.04 -0.02
S -0.82178 3.63878 3.32232 0.05 -0.14 -0.04
C -0.52358 2.16562 4.18678 0.02 -0.09 -0.05
C -0.52350 1.95491 5.56298 0.00 0.01 -0.01
C -0.21686 0.68981 6.01553 -0.01 0.01 0.03
C 0.09924 -0.34384 5.12408 0.01 -0.02 -0.03
C 0.09781 -0.14007 3.76175 0.00 0.10 0.03
C -0.23539 1.13139 3.28703 0.05 -0.13 0.25
N -0.28066 1.52796 1.95858 -0.01 0.28 -0.05
C -0.54620 2.81006 1.84993 -0.09 0.06 0.30
C -0.56874 3.44572 0.54377 0.05 0.34 -0.07
C -0.39598 4.82015 0.39363 0.04 -0.11 0.04
C -0.36265 5.37530 -0.87522 0.01 0.04 0.00
C -0.47008 4.56601 -1.99902 0.01 -0.09 -0.09
C -0.66232 3.19615 -1.86483 0.12 -0.02 -0.22
C -0.60562 2.63567 -0.60300 -0.35 0.25 0.21
H -0.74677 2.75675 6.25251 -0.01 0.01 0.01
H -0.20662 0.49418 7.07850 0.00 0.01 0.01
H 0.35991 -1.31683 5.51710 0.00 -0.01 0.00
H 0.36910 -0.93160 3.07797 0.02 0.02 0.02
H -0.27746 5.45322 1.26487 0.00 -0.02 0.02
H -0.26291 6.44600 -0.99064 0.01 0.00 0.00
H -0.42141 5.00302 -2.98725 -0.01 -0.01 -0.02
H -0.76216 2.58712 -2.75086 -0.06 0.05 0.00
N -2.99433 -1.63621 -1.13325 0.08 -0.04 0.04
N -4.10175 -0.79742 -1.09506 -0.02 0.05 -0.01
C -4.09575 0.36370 -0.44600 -0.03 0.09 -0.14
N -5.24696 1.02180 -0.35242 -0.03 -0.03 -0.09
S -2.74993 1.12182 0.32589 0.34 -0.14 0.13
H -2.70359 -1.78828 -2.09253 0.02 0.02 -0.02
H -3.22649 -2.52525 -0.70512 0.01 0.00 0.02
H -4.97029 -1.10842 -1.51375 -0.01 0.00 0.00
H -6.11796 0.65229 -0.70259 0.00 -0.01 0.02
H -5.26177 1.92176 0.09791 0.01 0.01 0.00